Formula: C4H6LiO2Sn
Source: OMol25
Level of theory: ωB97M-V with the def2-TZVPD basis set

Total charge = +1

CARTESIAN COORDINATES (ANGSTROEM)
C -0.172 -1.516 -0.433
H -1.909 0.352 0.735
C -0.634 -0.391 -0.932
O 0.696 1.480 0.975
Li 1.729 -3.201 0.741
H 1.115 2.115 1.563
C -0.564 2.002 0.465
C -1.374 0.836 -0.103
H -2.124 1.306 -0.762
O 1.134 -1.820 -0.213
Sn 1.398 0.163 -0.431
H -0.394 2.790 -0.282
H -1.078 2.484 1.308
H -1.180 -1.848 0.113

Cartesian forces (eV/Å) of the 6 atoms listed first:
-6.0 -1.0 3.0
0.0 0.3 -0.3
3.1 5.7 0.3
-1.6 1.2 1.6
0.0 -0.1 -0.1
0.4 0.0 0.1


Formula: C5H12N3O
Source: OMol25
Level of theory: ωB97M-V with the def2-TZVPD basis set

2S+1 = 3
Total charge = +1

CARTESIAN COORDINATES (ANGSTROEM)
H 1.889 -2.144 -0.185
C 0.427 -0.648 0.763
H -1.042 -1.952 0.609
N 2.202 0.625 1.890
H 1.791 -1.256 2.566
H -2.728 0.662 -1.296
H -0.240 2.621 0.724
H 1.930 -0.490 -0.740
O -0.521 -1.470 1.265
C 1.178 -1.238 -0.425
H 3.020 0.598 2.433
H -1.624 2.772 -0.241
C 1.549 -0.475 1.870
H -2.303 -0.192 0.380
H -2.139 -0.922 -1.164
N -0.072 1.721 -1.332
N -0.703 2.289 -0.208
C -0.718 0.742 -0.550
H 0.594 -1.415 -1.401
C -2.045 0.041 -0.683
H 0.919 1.818 -1.496

Cartesian forces (eV/Å) of the 6 atoms listed first:
-1.9 1.3 -0.2
4.8 -3.7 3.5
0.4 0.0 -0.1
-1.7 -0.6 -1.9
-0.2 -0.9 0.2
-0.1 0.0 0.8


Formula: C4H7I
Source: OMol25
Level of theory: ωB97M-V with the def2-TZVPD basis set

2S+1 = 3

CARTESIAN COORDINATES (ANGSTROEM)
H -0.381 0.244 2.257
C 0.290 0.378 1.455
H 0.097 1.373 -0.417
I -2.990 -1.097 -1.431
H -1.022 -1.682 0.290
C -1.005 -1.167 -0.735
H 2.371 0.190 0.695
H -0.094 -1.579 -1.240
C -0.462 0.879 0.366
H 2.266 -0.266 2.348
H -1.466 1.280 0.520
C 1.651 0.059 1.450

Cartesian forces (eV/Å) of the 6 atoms listed first:
0.1 -0.6 1.5
-0.8 0.8 -2.5
-0.1 -0.5 -0.6
1.0 0.0 -0.1
-0.2 1.1 -1.4
0.0 -3.2 1.3


Formula: C23H32NO3
Source: OMol25
Level of theory: ωB97M-V with the def2-TZVPD basis set

Total charge = +1
Structure (SMILES) = COc1ccc([C@@](O)(C(C)C)[C@@H](C[NH+]2CCOCC2)c2ccccc2)cc1

CARTESIAN COORDINATES (ANGSTROEM)
H 2.554 -3.453 -0.580
O -4.355 -2.459 -0.875
H 0.919 -0.855 2.626
C 1.685 -1.970 0.693
H -5.742 -3.106 -2.162
C -3.032 2.148 1.113
C -2.896 1.881 -1.187
H 3.256 0.365 -2.123
H 6.633 1.584 0.174
C 2.856 0.797 -0.060
H -3.553 -2.087 1.481
H 3.338 -2.857 1.732
H -0.169 -1.060 -1.936
C -1.384 2.127 -1.173
H 3.785 -1.429 0.810
C 0.831 -0.666 0.677
O -3.523 2.565 -0.135
C 5.028 0.955 -1.094
H -1.149 2.042 2.178
C -0.572 -1.075 0.185
C 4.768 1.506 1.221
C 3.016 -1.859 1.443
H -4.077 -3.485 -2.659
C 0.649 1.816 0.201
H -4.706 -1.818 -2.821
C -0.893 -1.262 -1.161
C 1.373 0.516 -0.189
H 0.917 2.053 1.230
H 1.032 -2.837 -1.195
H 2.507 -1.856 -1.309
C 5.579 1.368 0.107
H -1.023 0.674 0.243
H -2.332 -1.854 -2.607
H -1.326 3.482 1.136
H -3.572 2.725 1.864
C -4.724 -2.726 -2.212
H 2.944 -1.258 2.346
H 0.985 2.632 -0.441
N -0.830 1.705 0.129
H -3.097 0.800 -1.119
C 3.675 0.678 -1.177
H -1.346 -1.282 2.181
C -2.138 -1.718 -1.556
C -1.527 2.412 1.224
C 3.416 1.228 1.138
H 1.057 -2.689 1.239
H -3.234 1.077 1.266
H -0.902 1.565 -1.973
H -3.331 2.269 -2.109
H 5.650 0.850 -1.969
H 1.176 0.288 -1.238
O 0.706 -0.155 2.000
C -3.115 -2.019 -0.606
H -1.185 3.193 -1.305
C -1.559 -1.395 1.129
H 5.190 1.831 2.159
H 2.802 1.322 2.020
C -2.802 -1.842 0.747
C 1.952 -2.555 -0.691

Cartesian forces (eV/Å) of the 6 atoms listed first:
0.1 -0.1 0.0
0.1 0.1 0.4
0.0 0.0 0.0
0.2 0.1 0.0
0.1 0.0 -0.1
0.2 0.0 0.2


E values (in eV) by entry order: -14366.187; -11881.846; -12356.564; -31996.868.
M values (in g mol⁻¹) by entry order: 211.74; 130.17; 182.00; 370.51.
Energy above the lowest of the compared OMol25 structures with the same formula, charge and spin values (in kcal/mol) by entry order: 0.0; 96.6; 22.7; 22.3.